(1)
The following is a quantum chemistry calculation of a molecular structure, C18H29F8GaN2O4, from OMol25.

Geometry as XYZ:
```
62
Properties=species:S:1:pos:R:3:lowdin_charge:R:1
C -7.28905 -2.27323 -2.43324 -0.099
C -5.95222 -1.54203 -2.57613 -0.153
C -4.94321 -1.99235 -1.54890 -0.527
O -4.92562 -3.07946 -1.03663 0.112
O -4.04411 -1.03432 -1.30362 -0.010
C -3.06144 -1.30014 -0.26483 -0.249
C -2.14932 -0.10344 -0.14230 -0.222
Ga -1.10661 -0.08897 1.58698 0.554
C -0.84316 -2.04402 2.19456 -0.357
O -1.69125 -2.83515 2.43086 0.065
N 0.60904 -2.62258 2.24923 0.120
C 1.62244 -1.83312 2.65880 -0.634
O 2.67455 -1.59630 2.13831 0.074
F 1.35496 -1.30302 3.86047 0.115
C -2.21111 1.05613 2.88650 -0.412
F -3.56884 0.77894 2.86639 0.033
F -2.10030 2.36021 2.41805 0.011
C -1.80141 1.12862 4.36846 -0.387
F -0.44628 1.20278 4.42972 0.100
F -2.29039 2.24731 4.95211 0.127
C -2.26740 -0.09450 5.24333 -0.538
F -1.24811 -0.56008 5.96723 0.167
F -2.71765 -1.09999 4.48937 0.160
F -3.24362 0.25803 6.07814 0.173
H -7.66410 -2.21525 -1.40659 0.080
H -7.16864 -3.33583 -2.66487 0.075
H -8.03186 -1.85127 -3.11505 0.069
H -5.50939 -1.78858 -3.55130 0.123
H -6.07120 -0.45844 -2.52031 0.115
H -2.51333 -2.21130 -0.52612 0.119
H -3.60258 -1.51704 0.66334 0.122
H -1.45612 -0.06637 -0.99145 0.031
H -2.75490 0.81083 -0.16280 0.067
H 0.31082 0.63465 1.34543 -0.016
H 0.86615 -2.98303 1.32962 0.131
C 4.76429 3.58668 -2.24766 -0.098
C 5.48139 2.27176 -1.95027 -0.225
C 4.67140 0.98453 -2.03683 -0.121
N 3.53708 0.81229 -1.05576 -0.244
C 3.89128 1.32210 0.30176 0.024
C 2.27595 1.48304 -1.56404 -0.094
C 1.56930 0.42848 -2.39030 -0.136
C 1.77697 -0.82203 -1.54157 -0.134
C 3.16716 -0.67148 -0.93278 -0.074
H 3.99618 3.82950 -1.51356 0.064
H 5.48194 4.40583 -2.23488 0.081
H 4.29888 3.57171 -3.23515 0.084
H 5.98431 2.32918 -0.98373 0.108
H 6.28015 2.14284 -2.68435 0.121
H 5.34322 0.14545 -1.86458 0.130
H 4.23468 0.86347 -3.02900 0.137
H 4.02136 2.40018 0.26639 0.101
H 4.80665 0.83728 0.63320 0.123
H 3.07671 1.06735 0.97697 0.102
H 1.68011 1.73872 -0.68743 0.130
H 2.54407 2.38362 -2.10494 0.113
H 2.01271 0.32189 -3.38253 0.115
H 0.51843 0.67964 -2.51958 0.121
H 1.67690 -1.74838 -2.10312 0.125
H 1.05546 -0.83196 -0.72262 0.087
H 3.92835 -1.26860 -1.42866 0.130
H 3.16031 -0.91079 0.12230 0.088
```

Calculated values
Energy = -104421.9568 eV
Charge = 0
Molecular weight = 559.15 g/mol


(2)
The following is a quantum chemistry calculation of 4 unconnected molecules or ions with the total composition C3H15N2O3, from OMol25.

Geometry as XYZ:
```
23
Properties=species:S:1:pos:R:3:lowdin_charge:R:1
C -1.63334 -1.81608 0.98318 -0.125
C -0.39555 -1.50317 0.14877 -0.266
N 0.07324 -0.14230 0.26422 0.060
C 0.46576 0.39608 1.44584 -0.131
N 0.20547 1.67187 1.76509 0.140
H -1.53868 -2.60474 1.89641 0.110
H -1.98437 -0.89727 1.67238 0.102
H -2.58919 -2.29128 0.40161 0.115
H 0.35420 -2.18845 0.74961 0.154
H -0.38421 -1.94420 -0.87536 0.087
H -0.33717 0.46218 -0.40593 0.111
H 0.84732 -0.19870 2.22707 0.145
H -0.44107 2.20761 1.18479 0.085
H 1.10758 2.29702 2.10480 0.225
H -1.79845 -1.27306 -3.14959 0.005
H -0.92224 -2.39068 -2.62844 0.084
O -1.06310 -1.41139 -2.63153 -0.038
H 2.90301 -0.60264 -0.95756 0.065
H 3.44932 0.51950 -0.05021 -0.001
O 2.77921 -0.07979 -0.15725 -0.008
H -0.88871 2.39821 -1.75170 0.129
H -0.91858 3.45257 -0.59610 0.032
O -0.39498 2.72692 -0.89794 -0.080
```

Calculated values
Energy = -12468.8296 eV
Charge = +1
Molecular weight = 127.16 g/mol
Relative energy (zero: lowest compared OMol25 entry of this formula, charge and spin) = 3.006 eV


(3)
The following is a quantum chemistry calculation of 3 unconnected molecules or ions with the total composition C2H9NO4, from OMol25.

Geometry as XYZ:
```
16
Properties=species:S:1:pos:R:3:lowdin_charge:R:1
O -0.68512 -0.00464 2.33760 0.064
C -1.48699 -0.56668 1.70311 -0.351
N -0.95248 -1.34498 0.61508 0.000
C 0.53032 -1.58705 0.55605 -0.196
O 0.88821 -0.91114 -0.69905 -0.149
H -2.57392 -0.60649 1.53266 0.127
H -1.48483 -1.84614 -0.22515 0.183
H 1.14820 -1.15289 1.29738 0.104
H 0.78793 -2.58401 0.23378 0.109
H 0.53169 0.05497 -0.63607 0.091
H 0.05374 2.20987 -1.19746 0.004
H -1.29430 2.18011 -1.64934 0.080
O -0.81428 2.12915 -0.75748 -0.093
H 2.31882 0.73425 -2.02059 0.004
H 1.73785 1.20014 -3.27459 0.088
O 2.00895 1.55506 -2.37122 -0.064
```

Calculated values
Energy = -11898.6143 eV
Charge = 0
Molecular weight = 111.10 g/mol
Relative energy (zero: lowest compared OMol25 entry of this formula, charge and spin) = 2.215 eV


(4)
The following is a quantum chemistry calculation of 2 unconnected molecules or ions with the total composition C7H14N2, from OMol25.

Geometry as XYZ:
```
23
Properties=species:S:1:pos:R:3:lowdin_charge:R:1
C -1.10124 0.46068 3.60086 0.073
C -0.21287 -0.69642 3.38979 0.032
C 0.53146 1.57372 -3.13371 0.093
C 0.93078 0.47988 -4.10680 0.180
C -1.50182 -0.73855 1.15314 0.000
C -0.37886 0.24803 0.92730 0.024
C 1.45435 -0.91190 -2.06830 0.027
N -0.87195 -0.10560 2.25704 -0.166
N 1.20898 0.25526 -2.89448 -0.012
H -2.11226 0.27192 3.94030 0.147
H -0.70999 1.41170 3.85439 0.136
H 0.72989 -0.31938 3.42613 0.115
H -0.47864 -1.70135 3.46189 0.137
H 1.22603 2.36184 -3.20952 0.111
H -0.42926 1.76543 -2.87202 0.087
H 0.58210 0.01060 0.51584 0.103
H 1.15147 0.25157 -5.15068 0.180
H -2.35005 -0.28133 0.80820 0.097
H -1.69397 -1.86780 1.14508 0.183
H -0.70866 1.17860 0.56971 0.117
H 2.06328 -0.80813 -1.18092 0.092
H 0.49765 -1.25845 -1.77998 0.091
H 2.17355 -1.58031 -2.65327 0.153
```

Calculated values
Energy = -10443.3716 eV
Charge = +2
Molecular weight = 126.20 g/mol
Relative energy (zero: lowest compared OMol25 entry of this formula, charge and spin) = 4.678 eV